{
  "formula": "CHBaF3NO5S2",
  "method": "wB97M-V/def2-TZVPD",
  "e_tot_ev": -43294.34864,
  "homo_lumo_gap_ev": 5.8,
  "charge": -1,
  "symbols": ["O", "Ba", "H", "N", "S", "O", "O", "S", "O", "O", "C", "F", "F", "F"],
  "positions_angstrom": [[1.42, -1.04, -1.24], [-0.09, -1.04, -3.08], [-1.64, 0.54, -0.59], [-0.09, -1.03, 0.77], [-1.58, -1.14, 0.12], [-1.39, -1.76, -1.29], [-2.38, -2.04, 0.97], [1.05, -0.11, -0.01], [-0.22, 0.85, -1.50], [2.39, -0.23, 0.65], [0.69, 1.44, 1.08], [-0.57, 1.91, 1.01], [0.89, 1.21, 2.38], [1.50, 2.45, 0.72]]
}

{
  "formula": "CHBr2F",
  "method": "wB97M-V/def2-TZVPD",
  "e_tot_ev": -143852.18240,
  "homo_lumo_gap_ev": [10.6, 5.1],
  "symbols": ["C", "F", "Br", "Br", "H"],
  "positions_angstrom": [[-0.22, -0.53, 0.62], [-1.38, -0.38, 0.00], [0.80, -1.91, 0.09], [0.64, 2.29, -1.35], [0.16, 0.52, 0.64]]
}

{
  "formula": "CHBr2FS",
  "method": "wB97M-V/def2-TZVPD",
  "e_tot_ev": -154688.36676,
  "homo_lumo_gap_ev": [7.5, 6.3],
  "symbols": ["C", "F", "S", "Br", "Br", "H"],
  "positions_angstrom": [[-0.21, -0.34, 0.18], [-0.05, -0.33, 1.50], [1.02, -0.40, -1.06], [-1.00, 2.47, -0.07], [-1.86, -1.15, -0.29], [2.09, -0.25, -0.25]]
}

{
  "formula": "CHBr3",
  "method": "wB97M-V/def2-TZVPD",
  "e_tot_ev": -211179.87142,
  "homo_lumo_gap_ev": 9.7,
  "symbols": ["C", "Br", "Br", "Br", "H"],
  "positions_angstrom": [[0.07, 0.04, 0.21], [-1.75, -0.79, -0.18], [0.06, 1.92, -0.42], [1.28, -1.16, -0.88], [0.34, -0.01, 1.27]]
}

{
  "formula": "CHBrCl2",
  "method": "wB97M-V/def2-TZVPD",
  "e_tot_ev": -96138.86568,
  "homo_lumo_gap_ev": 8.1,
  "symbols": ["C", "Cl", "Cl", "Br", "H"],
  "positions_angstrom": [[0.30, 0.14, -0.21], [0.20, 1.42, 0.92], [1.39, -1.08, 0.04], [-1.97, -0.71, 0.46], [0.09, 0.23, -1.21]]
}

{
  "formula": "CHBrF2OS",
  "method": "wB97M-V/def2-TZVPD",
  "e_tot_ev": -89410.09629,
  "homo_lumo_gap_ev": [9.1, 6.1],
  "symbols": ["C", "O", "F", "F", "S", "Br", "H"],
  "positions_angstrom": [[0.83, 0.33, -0.47], [-0.09, -1.41, 1.44], [1.97, -0.37, -0.44], [0.70, 0.92, -1.70], [-0.49, -0.97, 0.16], [-3.96, 0.25, 0.84], [1.04, 1.24, 0.18]]
}

{
  "formula": "CHBrO2S",
  "method": "wB97M-V/def2-TZVPD",
  "e_tot_ev": -86023.38483,
  "homo_lumo_gap_ev": [7.8, 7.7],
  "smiles": "O=CBr.O=S",
  "symbols": ["O", "C", "Br", "H", "O", "S"],
  "positions_angstrom": [[-0.06, 1.45, 1.17], [-0.21, 0.80, 0.19], [-1.27, 1.43, -1.38], [0.11, -0.20, -0.22], [-2.26, -0.57, 0.81], [-3.35, -0.25, 1.74]]
}

{
  "formula": "CHCl2F",
  "method": "wB97M-V/def2-TZVPD",
  "e_tot_ev": -28814.99785,
  "homo_lumo_gap_ev": 11.9,
  "smiles": "FC(Cl)Cl",
  "symbols": ["F", "C", "Cl", "Cl", "H"],
  "positions_angstrom": [[0.14, 1.25, -0.56], [0.02, 0.17, 0.16], [-1.54, -0.73, -0.39], [1.28, -0.90, -0.40], [0.10, 0.21, 1.18]]
}

{
  "formula": "CHCl2FS",
  "method": "wB97M-V/def2-TZVPD",
  "e_tot_ev": -39649.46651,
  "homo_lumo_gap_ev": 9.3,
  "smiles": "FC(S)(Cl)Cl",
  "symbols": ["F", "C", "S", "Cl", "Cl", "H"],
  "positions_angstrom": [[0.49, -2.17, -1.35], [0.92, -0.97, -1.72], [-0.39, 0.62, -0.91], [0.84, -0.79, -3.45], [2.47, -0.80, -1.07], [0.63, 0.91, -0.07]]
}

{
  "formula": "CHCl3",
  "method": "wB97M-V/def2-TZVPD",
  "e_tot_ev": -38620.09059,
  "homo_lumo_gap_ev": 11.6,
  "smiles": "ClC(Cl)Cl",
  "symbols": ["Cl", "C", "Cl", "Cl", "H"],
  "positions_angstrom": [[-12.90, -18.00, -17.35], [-12.63, -17.04, -15.86], [-13.36, -17.97, -14.61], [-13.32, -15.32, -15.85], [-11.60, -16.83, -15.57]]
}

{
  "formula": "CHCl3O",
  "method": "wB97M-V/def2-TZVPD",
  "e_tot_ev": -40665.20108,
  "homo_lumo_gap_ev": 10.8,
  "smiles": "ClOC(Cl)Cl",
  "symbols": ["Cl", "O", "C", "Cl", "Cl", "H"],
  "positions_angstrom": [[-0.76, -0.20, -2.02], [-0.73, -0.85, -0.51], [0.27, 0.10, 0.33], [-0.01, 1.78, 0.15], [0.06, -0.42, 1.95], [1.17, -0.41, 0.10]]
}

{
  "formula": "CHCl3S",
  "method": "wB97M-V/def2-TZVPD",
  "e_tot_ev": -49451.12483,
  "homo_lumo_gap_ev": [8.4, 8.4],
  "symbols": ["C", "S", "Cl", "Cl", "Cl", "H"],
  "positions_angstrom": [[-0.47, 0.09, -0.31], [1.07, 0.89, -0.80], [-1.32, -0.41, -1.80], [-1.40, 0.85, 1.00], [2.06, 0.69, 0.87], [0.06, -2.11, 1.02]]
}